The following is a DFT calculation (ωB97M-V/def2-TZVPD) of C6H13N in the gas phase.

The calculated total energy is -7920.7743 eV. The largest force on an atom is 0.0495 hartree/bohr. The calculation puts the LUMO energy at 1.09 eV. The value obtained for the gap between HOMO and LUMO is 9.682 eV. As for the energy above the lowest of the compared OMol25 structures with the same formula, charge and spin: 47.48 kcal/mol. Its SMILES is C[C@H]1N(C)C1(C)C. As for the spin multiplicity: 1.

```
20
Properties=species:S:1:pos:R:3:forces:R:3:mulliken_charge:R:1
C -1.5564 1.5140 0.4251 -0.0074 0.9894 0.7163 -1.193
C -0.3845 0.6042 0.7924 -1.9477 -1.1715 -1.1403 -0.510
N -0.6234 -0.3130 -0.3500 0.3339 -0.9066 -0.1146 -0.236
C -1.1598 -1.6041 -0.0608 0.1151 -0.6188 -0.0518 -0.905
C 0.7054 0.1215 -0.1166 0.3382 -0.0332 -0.2410 1.515
C 1.6427 -0.9443 0.3990 0.2230 0.0988 0.1558 -1.490
C 1.2973 1.0307 -1.1567 0.0673 0.0510 -0.1645 -1.430
H -2.4989 0.9829 0.1191 1.1088 -0.0548 0.5392 0.234
H -1.7758 2.0374 1.3223 -0.6341 1.3923 0.6005 0.408
H -1.3648 2.1767 -0.4246 0.2638 0.0895 0.4112 0.262
H -0.3321 0.1284 1.7999 -0.4161 0.4551 -0.7034 0.386
H -0.7388 -2.3108 -0.7727 -0.1262 -0.3671 0.0003 0.314
H -0.9638 -1.9432 0.9649 0.0270 -0.1441 -0.1101 0.333
H -2.2518 -1.5845 -0.2017 0.3046 0.0475 0.0320 0.266
H 2.5491 -0.4938 0.7958 0.1693 -0.0608 0.0689 0.426
H 1.1921 -1.5702 1.1774 0.0863 0.2028 -0.1438 0.333
H 1.9177 -1.5947 -0.4427 0.0028 0.1138 0.1918 0.331
H 0.5618 1.7552 -1.5132 0.0698 -0.1241 0.0487 0.300
H 1.6299 0.4327 -2.0087 0.0599 0.0993 -0.0379 0.325
H 2.1540 1.5748 -0.7484 -0.0383 -0.0586 -0.0574 0.331
```
Positions in Å, forces in eV/Å.



The following is a DFT calculation (ωB97M-V/def2-TZVPD) of C2H2ClFO2 in the gas phase.

The calculated total energy is -21434.5369 eV. The largest force on an atom is 0.1266 hartree/bohr. The calculation puts the LUMO energy (alpha / beta) at 0.53 / -6.20 eV. The value obtained for the gap between HOMO and LUMO (alpha / beta) is 6.566 / 3.917 eV. As for the energy above the lowest of the compared OMol25 structures with the same formula, charge and spin: 49.56 kcal/mol. As for the spin multiplicity: 3.

```
8
Properties=species:S:1:pos:R:3:forces:R:3:mulliken_charge:R:1
C -0.7968 0.3934 0.3343 1.3999 -4.1072 -3.6256 0.301
C 0.3676 -0.3792 -0.4220 -2.1480 -0.2788 -0.5570 0.276
O -0.6781 0.9893 1.3583 1.0527 3.2458 5.5423 -0.575
O 1.4611 -0.4507 0.3710 -0.2581 -0.6666 -1.3194 -0.422
F 0.6189 0.3928 -1.5465 0.7087 -0.2195 -0.3839 -0.227
Cl -2.2561 0.5345 -0.5048 -1.3690 0.0618 -1.2397 0.112
H -0.0630 -1.3779 -0.8406 1.2207 1.3593 0.8308 0.203
H 1.3464 -0.1022 1.2504 -0.6069 0.6052 0.7525 0.332
```
Positions in Å, forces in eV/Å.



The following is a DFT calculation (ωB97M-V/def2-TZVPD) of a molecular structure, C10H22N2O5PPdSeTe2.

The calculated total energy is -116642.2575 eV. The largest force on an atom is 0.0193 hartree/bohr. The calculation puts the LUMO energy at -4.32 eV. The value obtained for the gap between HOMO and LUMO is 7.534 eV. As for the energy above the lowest of the compared OMol25 structures with the same formula, charge and spin: 7.76 kcal/mol. As for the spin multiplicity: 1. The charge is +1.

```
44
Properties=species:S:1:pos:R:3:forces:R:3:mulliken_charge:R:1
Pd -0.3810 -0.0249 0.1285 -0.4652 -0.1095 -0.0163 0.238
N -1.6637 -1.6157 -0.4099 -0.0846 0.1991 -0.1209 -0.511
C -3.0236 -1.3909 0.1513 -0.1301 0.0348 0.0472 -0.709
C -3.5331 0.0498 0.0011 0.0813 0.0255 0.0553 -0.305
C -2.8369 1.0668 0.9170 -0.0501 -0.0072 -0.1683 0.594
O -2.7204 0.8170 2.1035 0.0312 -0.0404 0.1134 -0.588
O -2.3981 2.1796 0.3598 -0.2726 -0.2899 -0.0727 -0.608
H -1.6821 -1.4556 -1.4160 -0.0013 -0.0815 -0.0120 0.314
H -1.3318 -2.5642 -0.2705 -0.1641 -0.0469 0.1115 0.251
H -3.0076 -1.6420 1.2115 0.0568 -0.0465 -0.0076 0.319
H -3.7259 -2.0617 -0.3468 -0.0397 -0.0084 0.0590 0.434
H -4.5681 0.0256 0.3481 -0.0926 0.0361 -0.1232 0.430
H -3.5295 0.3810 -1.0377 0.0715 0.0205 0.0206 0.243
C -0.2023 0.9428 3.8244 0.0521 0.0072 -0.0020 -1.078
Te -0.2284 -0.7492 2.5524 -0.1513 0.0264 0.1219 0.602
C 1.8506 -1.0532 2.7931 0.0182 -0.0631 -0.0008 -1.022
H -0.0955 0.5661 4.8397 -0.0039 0.0085 -0.0039 0.412
H -1.1452 1.4647 3.7054 -0.0189 0.0073 -0.0038 0.339
H 0.6518 1.5666 3.5694 0.0008 0.0055 -0.0159 0.308
H 2.3877 -0.1954 2.4002 0.0136 0.0154 0.0119 0.230
H 2.1427 -1.9575 2.2680 0.0182 0.0171 -0.0253 0.366
H 2.0268 -1.1593 3.8617 0.0061 -0.0247 0.0028 0.391
Se 2.4858 2.1300 0.1866 0.0446 -0.0461 -0.1424 -0.154
C 2.2263 0.3448 -0.2347 -0.2395 0.0353 0.1756 0.420
N 1.8558 -0.7477 -0.3781 0.9288 0.2324 -0.2638 -0.471
C -3.3471 4.5347 -1.7922 -0.0110 -0.0590 -0.0079 -1.071
C -2.1295 4.1692 -2.5996 0.0614 0.0197 -0.0969 -0.357
O -1.8778 2.7268 -2.5058 -0.1228 -0.0312 0.2084 -0.294
P -0.5836 2.1317 -1.8759 0.1833 0.0509 -0.0848 1.047
O -0.6196 0.6296 -1.9245 -0.1873 -0.0237 -0.0035 -0.730
Te -0.2460 2.4965 0.5405 0.3789 0.1729 0.2544 0.179
O 0.6324 2.8388 -2.5452 0.0543 -0.0172 -0.0416 -0.131
C 0.9775 2.6506 -3.9635 0.0290 -0.0250 0.0200 -0.288
C 1.8865 1.4588 -4.1229 -0.0007 0.0057 -0.0032 -1.029
H -3.5450 5.6003 -1.9115 0.0042 -0.0039 -0.0098 0.416
H -3.2033 4.3182 -0.7362 0.0134 -0.0021 0.0301 0.176
H -4.2171 3.9808 -2.1421 -0.0026 0.0087 -0.0053 0.288
H -1.2371 4.7073 -2.2740 -0.0116 -0.0107 0.0142 0.402
H -2.2734 4.3582 -3.6613 0.0037 0.0138 -0.0047 0.345
H 1.4654 3.5810 -4.2405 -0.0046 0.0042 -0.0057 0.326
H 0.0526 2.5529 -4.5335 0.0013 -0.0118 -0.0054 0.347
H 2.7865 1.5821 -3.5215 -0.0011 0.0056 -0.0023 0.268
H 2.1800 1.3735 -5.1696 0.0060 -0.0052 0.0011 0.402
H 1.3868 0.5374 -3.8268 -0.0029 0.0015 0.0026 0.261
```
Positions in Å, forces in eV/Å.